Below is a 8-piece molecular cluster, C36H40F18N2O16 overall at a distorted geometry, with properties calculated with ωB97M-V with the def2-TZVPD basis set.

Computed properties:
Energy above the lowest of the compared OMol25 structures with the same formula, charge and spin ... 0.0000 eV
Gap between HOMO and LUMO ... 0.3460 hartree
Largest force on an atom ... 0.0823 Eh/bohr
Highest occupied orbital energy ... -10.1 eV
Charge ... 0
Multiplicity ... 1

Last column: Löwdin charge in e.
Cartesian coordinates (Å):
O 0.06383 -1.21701 5.57037  0.058
N -0.45201 -1.87118 4.66866  -0.344
O 0.13285 -2.77492 4.18034  0.096
C -1.83228 -1.55462 4.21073  -0.125
C -2.28884 -2.08378 2.96983  -0.014
C -3.61658 -1.91502 2.69942  -0.063
C -4.40316 -1.03989 3.50219  -0.060
C -3.91183 -0.44283 4.63132  -0.073
C -2.65211 -0.83192 5.04797  -0.026
H -1.66733 -2.60976 2.24572  0.101
H -3.99348 -2.37816 1.78200  0.116
H -5.42285 -0.94110 3.14225  0.109
H -4.55609 0.23298 5.14126  0.109
H -2.22709 -0.57230 6.01574  0.129
O -1.16334 2.60676 0.45844  0.033
N -1.40954 2.68370 -0.76826  -0.322
O -0.55785 2.89029 -1.57290  0.125
C -2.74719 2.35230 -1.18285  -0.160
C -3.59329 1.69058 -0.18202  0.033
C -4.89014 1.45776 -0.61292  -0.067
C -5.23900 1.52983 -1.95325  -0.073
C -4.34089 2.02745 -2.87566  -0.066
C -3.10586 2.54562 -2.46817  -0.013
H -3.38664 1.53137 0.83694  0.081
H -5.64189 1.19457 0.11709  0.110
H -6.26240 1.28237 -2.24093  0.113
H -4.61045 2.15258 -3.91266  0.106
H -2.38388 2.89349 -3.25858  0.150
C 4.85638 5.13567 2.77356  -0.081
C 4.11885 6.35830 3.04769  -0.207
O 2.73998 6.17267 2.65281  0.036
C 2.51969 6.27023 1.36558  -0.399
O 3.32743 6.29066 0.46254  0.158
C 1.00517 6.39386 1.21223  -0.585
F 0.29164 5.46073 1.81846  0.177
F 0.62460 7.52047 1.75380  0.197
F 0.64507 6.38302 -0.08130  0.162
H 5.89444 5.28173 3.05535  0.091
H 4.79578 4.81696 1.72972  0.082
H 4.30368 4.30328 3.24890  0.099
H 4.52905 7.17994 2.48381  0.127
H 4.03068 6.52612 4.14214  0.144
C 0.39420 2.10166 4.29077  -0.014
C -1.05920 1.95941 3.72496  -0.147
O -1.59737 3.32991 3.62167  0.056
C -2.81891 3.35868 3.22576  -0.485
O -3.57176 2.47508 3.18813  0.172
C -3.23126 4.79967 2.72597  -0.515
F -3.26195 4.63841 1.33715  0.106
F -4.43137 5.08838 3.19902  0.179
F -2.41330 5.77012 3.02270  0.200
H 0.17762 2.53111 5.27961  0.091
H 1.05944 2.53735 3.56471  0.060
H 0.66226 1.03730 4.45613  0.066
H -1.70714 1.43565 4.43814  0.103
H -1.17904 1.49328 2.76247  0.094
C -0.01290 0.90686 -10.28391  -0.057
C 0.11772 1.46283 -8.88888  -0.167
O 0.27728 0.27136 -8.03115  0.011
C 0.23420 0.42886 -6.69180  -0.398
O -0.04825 1.41980 -6.11832  0.184
C 0.31851 -0.94438 -5.98900  -0.530
F 1.42144 -1.56407 -6.39105  0.178
F 0.32307 -0.82362 -4.64252  0.150
F -0.75105 -1.67240 -6.36065  0.163
H -0.98688 0.56792 -10.42336  0.054
H 0.74279 0.17556 -10.49850  0.079
H 0.10656 1.73945 -11.02331  0.100
H -0.83632 1.93838 -8.56793  0.138
H 0.87692 2.15021 -8.75268  0.099
C 3.16463 -5.36653 2.03863  -0.061
C 2.12110 -4.56333 2.79394  -0.175
O 0.98341 -5.48047 2.99539  0.023
C 0.06280 -5.41270 2.03288  -0.346
O -0.10935 -4.65543 1.04299  0.089
C -0.87839 -6.62581 2.16611  -0.557
F -1.05318 -6.82369 3.47497  0.169
F -2.03758 -6.36102 1.58471  0.173
F -0.35982 -7.70685 1.54848  0.164
H 2.80392 -5.65478 1.04402  0.081
H 3.39040 -6.33159 2.47112  0.077
H 4.09860 -4.79366 2.02094  0.088
H 1.79694 -3.74077 2.14065  0.106
H 2.45795 -4.22245 3.81430  0.143
C 2.08182 -2.72582 -1.43794  -0.027
C 3.55628 -2.84446 -1.90822  -0.157
O 3.98361 -4.21968 -1.82343  0.021
C 3.88956 -4.93088 -2.96373  -0.392
O 3.50233 -4.65186 -4.05733  0.178
C 4.43182 -6.34376 -2.75751  -0.546
F 3.64628 -7.23758 -3.33216  0.180
F 5.63717 -6.38304 -3.41327  0.135
F 4.59637 -6.72680 -1.49944  0.174
H 1.60693 -1.84356 -1.86688  0.068
H 2.11438 -2.63421 -0.41172  0.039
H 1.51087 -3.54267 -1.88962  0.098
H 4.24705 -2.24639 -1.36026  0.117
H 3.52317 -2.60209 -3.00029  0.128
C -1.54378 -1.12833 -1.65845  -0.047
C -1.15355 -1.08796 -0.25261  -0.198
O 0.08440 -0.35408 -0.25166  0.023
C 0.62099 -0.06914 0.92898  -0.394
O 0.25434 -0.46237 1.98465  0.167
C 1.85070 0.85744 0.91753  -0.541
F 2.40225 0.76503 -0.30878  0.148
F 1.46579 2.12769 1.07950  0.161
F 2.76686 0.51804 1.81090  0.188
H -2.43473 -1.71634 -1.90972  0.096
H -0.79144 -1.54575 -2.31591  0.066
H -1.87136 -0.13374 -2.05712  0.091
H -0.90300 -2.04903 0.15196  0.110
H -1.84500 -0.59508 0.40183  0.110



Below is C36H40F6N3Sn as an isolated structure at a distorted geometry, with properties calculated with ωB97M-V with the def2-TZVPD basis set.

Computed properties:
Energy above the lowest of the compared OMol25 structures with the same formula, charge and spin ... 0.1409 eV
Gap between HOMO and LUMO ... 0.2311 hartree
Largest force on an atom ... 0.0238 Eh/bohr
Highest occupied orbital energy ... -3.8 eV
Charge ... -1
Multiplicity ... 1

Last column: Löwdin charge in e.
Cartesian coordinates (Å):
Sn 0.44130 0.80005 -0.52237  1.374
C 0.39015 5.43431 1.38522  -0.069
C 0.80478 4.21590 0.55060  -0.234
N -0.24382 3.32850 0.05988  -0.254
C -0.86961 3.74733 -1.18785  -0.272
C -1.51161 5.13615 -1.26880  -0.082
C -1.18452 2.91738 1.09178  -0.210
C -0.50621 2.15491 2.22775  -0.217
N 0.19823 0.98927 1.74256  -0.094
C 0.82313 0.19392 2.60619  -0.238
C 1.61100 -0.88923 2.12669  -0.176
F 1.69111 -1.08443 0.78297  0.013
C 2.34158 -1.72855 2.92892  -0.222
F 3.10563 -2.68597 2.36387  0.083
C 2.33616 -1.60650 4.31002  0.042
C 1.57007 -0.57631 4.82371  -0.223
F 1.55191 -0.39401 6.16470  0.067
C 0.84986 0.29037 4.02550  -0.127
F 0.17429 1.27791 4.68021  0.048
H 1.29756 5.93191 1.71852  0.076
H -0.16306 5.14136 2.27473  0.064
H -0.21049 6.14693 0.82640  0.053
H 1.47142 3.60923 1.16377  0.089
H 1.39015 4.54697 -0.31014  0.122
H -1.63310 3.00310 -1.41383  0.088
H -0.11085 3.68095 -1.97625  0.110
H -2.13364 5.33671 -0.39931  0.068
H -2.14672 5.17418 -2.15334  0.072
H -0.76071 5.91672 -1.36583  0.064
H -1.90983 2.24981 0.62839  0.100
H -1.72799 3.77256 1.51355  0.118
H -1.28952 1.86859 2.94044  0.126
H 0.19276 2.81652 2.75471  0.113
H 2.89731 -2.26705 4.94357  0.121
C -0.66204 -2.66512 -4.36271  -0.058
C 0.09497 -1.92064 -3.26097  -0.389
C 1.40784 -1.34033 -3.78212  -0.074
C 0.31740 -2.82586 -2.07157  -0.153
C 1.15807 -3.91455 -2.19158  -0.054
C 1.37071 -4.76278 -1.12136  -0.093
C 0.69317 -4.53511 0.05835  -0.064
C -0.21241 -3.48936 0.20021  -0.146
C -0.97999 -3.48129 1.51366  -0.353
C -1.72140 -2.20407 1.89633  -0.063
C -1.98951 -4.64257 1.51597  -0.065
C -0.36871 -2.58406 -0.86251  -0.238
N -1.13616 -1.42493 -0.78082  -0.057
C -2.41764 -1.49198 -1.13081  -0.298
C -3.10307 -2.69798 -1.43887  -0.049
C -4.44198 -2.72043 -1.74727  -0.128
C -5.19817 -1.55645 -1.77969  -0.146
C -4.56203 -0.34758 -1.52866  -0.055
C -3.22474 -0.33887 -1.23124  -0.205
F -2.61192 0.88906 -1.05384  -0.050
H -0.86431 -2.00403 -5.20412  0.072
H -1.61104 -3.03078 -3.97678  0.070
H -0.08678 -3.51537 -4.72426  0.070
H -0.52957 -1.08098 -2.93721  0.102
H 2.03979 -2.11328 -4.21362  0.068
H 1.94789 -0.86510 -2.96245  0.061
H 1.21192 -0.59177 -4.54851  0.074
H 1.65517 -4.10982 -3.13207  0.103
H 2.05003 -5.59787 -1.21467  0.091
H 0.86233 -5.20031 0.89583  0.109
H -0.23964 -3.67862 2.30298  0.128
H -2.63422 -2.09403 1.31543  0.074
H -1.10354 -1.32904 1.73466  0.047
H -1.99422 -2.25241 2.95280  0.080
H -2.74687 -4.47532 0.75351  0.066
H -2.49039 -4.71573 2.48204  0.074
H -1.49840 -5.59029 1.30675  0.067
H -2.53249 -3.61582 -1.43124  0.105
H -4.91781 -3.66712 -1.97307  0.092
H -6.25249 -1.57940 -2.01223  0.079
H -5.10379 0.58747 -1.57282  0.105
F 5.95224 4.21390 0.22132  0.016
C 4.85810 3.40488 0.06654  -0.288
C 4.28394 3.28197 -1.18196  -0.045
C 3.17521 2.46234 -1.32424  -0.169
C 2.61848 1.75039 -0.25845  -0.313
C 3.26550 1.89986 0.97147  -0.148
C 4.36651 2.71940 1.15821  -0.028
H 4.70760 3.82449 -2.01572  0.106
H 2.72162 2.38363 -2.31058  0.084
H 2.90345 1.34957 1.82858  0.081
H 4.83666 2.83459 2.12646  0.111



The lowest highest occupied orbital energy belongs to which entry? C36H40F18N2O16



Which of these has the highest energy above the lowest of the compared OMol25 structures with the same formula, charge and spin? C36H40F6N3Sn